<A>
Entry from the OMol25 dataset: a single C4H6OS molecule (ωB97M-V/def2-TZVPD).

Each line ends with the Löwdin charge.
CARTESIAN COORDINATES (ANGSTROEM)
O  1.781  -0.393  -0.709  -0.127
C  0.825  -0.093  0.274  -0.482
C  0.027  1.251  0.057  -0.144
C  -1.297  1.050  -0.023  -0.477
S  -1.985  -0.537  -0.414  0.764
C  -0.214  -1.383  0.263  -0.270
H  1.340  0.246  -1.565  0.233
H  1.088  -0.086  1.464  0.172
H  0.497  2.187  -0.044  0.084
H  -1.953  1.818  -0.253  0.028
H  0.588  -2.223  -0.294  0.152
H  -0.697  -1.836  1.245  0.068

Charge = 0
E_LUMO = 0.49 eV
SMILES = O[C@H]1C=CSC1
2S+1 = 1
HOMO-LUMO gap = 8.9 eV
HOMO energy = -8.41 eV


<B>
Entry from the OMol25 dataset: a single C4H6OS molecule (ωB97M-V/def2-TZVPD).

Each line ends with the Löwdin charge.
CARTESIAN COORDINATES (ANGSTROEM)
C  0.548  1.743  -1.262  -0.049
C  -0.162  0.885  -0.292  -0.529
C  -0.148  -0.076  0.563  -0.424
C  0.133  -1.417  1.054  -0.269
O  -0.570  -2.348  0.266  -0.031
S  -1.706  0.946  0.665  0.724
H  0.728  1.014  -2.102  0.112
H  1.551  1.933  -0.790  0.110
H  0.032  2.575  -1.464  0.026
H  1.246  -1.578  1.057  0.139
H  -0.181  -1.474  2.152  0.138
H  -1.471  -2.202  0.153  0.051

Charge = 0
E_LUMO = 0.80 eV
SMILES = CC1=C(CO)S1
2S+1 = 1
HOMO-LUMO gap = 8.3 eV
HOMO energy = -7.53 eV


Which of them is least stable? Easy: <A>.


<A>
Entry from the OMol25 dataset: a single C4H6OS molecule (ωB97M-V/def2-TZVPD).

Each line ends with the Löwdin charge.
CARTESIAN COORDINATES (ANGSTROEM)
C  1.818  0.927  -0.308  -0.385
C  2.056  -0.329  0.357  -0.439
C  -0.557  -0.305  -0.265  -0.382
C  -1.966  -0.707  0.049  -0.202
O  1.677  -1.404  -0.040  0.016
S  0.034  1.183  0.218  0.922
H  2.482  1.750  -0.108  0.082
H  1.815  0.845  -1.357  0.068
H  2.547  -0.085  1.330  0.125
H  -2.643  0.068  0.160  0.030
H  -2.127  -0.962  1.060  0.064
H  -2.315  -1.552  -0.639  0.100

Charge = 0
E_LUMO = -0.02 eV
2S+1 = 1
HOMO-LUMO gap = 7.9 eV
HOMO energy = -7.89 eV


<B>
Entry from the OMol25 dataset: a single C4H6OS molecule (ωB97M-V/def2-TZVPD).

Each line ends with the Löwdin charge.
CARTESIAN COORDINATES (ANGSTROEM)
O  0.652  -0.531  -1.819  0.042
C  1.068  -0.935  -0.776  -0.243
C  0.168  -0.894  0.528  -0.155
C  -0.892  0.195  0.283  -0.308
C  -0.295  1.557  0.099  -0.680
S  -0.503  2.506  -1.213  0.678
H  2.071  -1.348  -0.603  0.114
H  -0.362  -1.801  0.661  0.090
H  0.880  -0.798  1.407  0.126
H  -1.460  -0.209  -0.602  0.122
H  -1.684  0.266  1.080  0.127
H  0.356  1.991  0.955  0.086

Charge = 0
E_LUMO = -0.14 eV
SMILES = O=CCCC=S
2S+1 = 1
HOMO-LUMO gap = 8.4 eV
HOMO energy = -8.56 eV


Which of them is least stable? Easy: <A>.


<A>
Entry from the OMol25 dataset: a molecular structure, C3H4N2O2S2 (ωB97M-V/def2-TZVPD).

Each line ends with the Löwdin spin population.
CARTESIAN COORDINATES (ANGSTROEM)
C  -1.662  -0.807  -0.205  0.578
C  -0.170  0.490  -0.376  0.566
C  1.056  -0.245  0.079  0.049
N  1.271  -0.158  1.454  0.040
N  -0.559  1.639  -1.000  0.085
O  -1.708  1.963  -1.254  0.065
O  0.414  2.384  -1.146  0.207
S  -1.290  -2.392  -0.269  0.333
S  0.758  -2.079  -0.652  0.052
H  -2.785  -0.491  -0.136  0.018
H  2.018  -0.063  -0.502  0.003
H  2.166  -0.004  1.976  0.002
H  0.491  -0.235  2.030  0.002

Charge = 0
E_LUMO (alpha / beta) = -0.06 / -2.40 eV
<S²> = 2.01
2S+1 = 3
HOMO-LUMO gap (alpha / beta) = 7.1 / 6.8 eV
HOMO energy (alpha / beta) = -7.18 / -9.25 eV


<B>
Entry from the OMol25 dataset: 2 unconnected molecules or ions with the total composition C3H4N2O2S2 (ωB97M-V/def2-TZVPD).

Each line ends with the Löwdin spin population.
CARTESIAN COORDINATES (ANGSTROEM)
C  0.130  0.014  0.876  0.282
C  -0.741  0.416  -0.171  0.110
C  -2.079  0.418  0.290  1.066
N  -0.544  -0.317  2.047  0.223
N  -0.362  0.815  -1.446  -0.001
O  1.130  -1.412  -3.014  -0.009
O  -0.723  -2.005  -1.526  0.006
S  -2.226  -0.084  1.873  0.287
S  -0.241  -1.211  -2.682  -0.004
H  1.196  0.001  0.935  0.021
H  -0.196  -1.036  2.677  0.013
H  0.417  1.480  -1.612  -0.003
H  -1.208  1.020  -1.931  0.008

Charge = 0
E_LUMO (alpha / beta) = 0.23 / -1.88 eV
<S²> = 2.04
2S+1 = 3
HOMO-LUMO gap (alpha / beta) = 6.3 / 6.8 eV
HOMO energy (alpha / beta) = -6.04 / -8.68 eV


Which of them is least stable? Easy: <A>.


<A>
Entry from the OMol25 dataset: a single C5H6N2O2 molecule (ωB97M-V/def2-TZVPD).

Each line ends with the Löwdin charge.
CARTESIAN COORDINATES (ANGSTROEM)
H  2.911  1.485  0.163  0.059
N  1.947  1.816  0.251  0.136
C  1.088  0.840  0.246  -0.210
C  1.538  -0.708  -0.089  -0.276
O  2.762  -0.920  -0.350  0.049
C  0.293  -1.503  -0.013  -0.034
C  -0.979  -0.366  -0.156  -0.213
C  -2.382  -0.818  0.141  0.044
N  -0.289  0.831  -0.305  -0.088
O  -0.981  2.104  -0.319  -0.047
H  0.420  -1.825  1.040  0.134
H  -0.058  -2.342  -0.717  0.145
H  -3.012  0.223  0.130  0.082
H  -2.889  -1.797  0.155  0.036
H  -0.371  2.979  -0.177  0.184

Charge = 0
E_LUMO = -0.36 eV
SMILES = [H]/N=C1\C(=O)CC(=C)N1O
2S+1 = 1
HOMO-LUMO gap = 8.2 eV
HOMO energy = -8.58 eV


<B>
Entry from the OMol25 dataset: a single C5H6N2O2 molecule (ωB97M-V/def2-TZVPD).

Each line ends with the Löwdin charge.
CARTESIAN COORDINATES (ANGSTROEM)
C  -0.105  1.966  2.517  0.160
C  -0.103  1.161  1.588  -0.067
C  -0.164  0.390  0.392  -0.386
N  -1.273  0.204  -0.155  0.185
C  -1.549  -0.403  -1.419  -0.334
O  -1.927  -1.513  -1.663  0.065
N  1.172  0.161  -0.083  -0.126
C  2.006  -0.669  0.819  -0.091
O  1.043  -0.665  -1.321  -0.096
H  -0.081  2.805  3.188  0.039
H  -1.224  0.318  -2.188  0.125
H  3.089  -0.325  0.575  0.095
H  1.725  -0.522  2.019  0.139
H  2.007  -1.819  0.564  0.111
H  1.765  -0.267  -1.995  0.181

Charge = 0
E_LUMO = 0.34 eV
SMILES = C#C/C(=N/C=O)N(C)O
2S+1 = 1
HOMO-LUMO gap = 10.1 eV
HOMO energy = -9.76 eV


Which of them is least stable? Easy: <A>.